# 1
ORCA calculation (ωB97M-V/def2-TZVPD) on a structure of composition C18H32NPSiSr at a distorted geometry.

Last column: natural (NBO) charge in e.
CARTESIAN COORDINATES (ANGSTROEM)
C -2.316 4.023 -2.019  -0.257
C -1.421 4.211 -0.958  -0.200
C -0.663 3.110 -0.478  -0.143
C -0.814 2.002 -1.234  -0.495
C -1.780 1.666 -2.132  -0.076
C -2.526 2.764 -2.585  -0.203
C 0.309 3.238 0.721  -0.471
C 0.016 2.591 2.137  -0.239
N -0.681 1.288 2.173  -0.556
Sr 0.247 0.388 0.262  1.680
C -2.044 0.195 -2.513  -0.694
P -2.118 -0.921 -0.973  0.729
H -1.263 5.198 -0.514  0.194
H -3.245 2.597 -3.397  0.199
H -2.857 4.877 -2.419  0.213
H -1.227 -0.232 -3.112  0.238
H -2.983 0.038 -3.058  0.219
H 1.330 2.926 0.420  0.201
H 0.427 4.299 0.966  0.244
H 0.973 2.433 2.659  0.210
C -2.026 -2.632 -1.539  -0.955
C -3.815 -0.664 -0.430  -0.958
H -0.550 3.319 2.745  0.202
C -2.131 1.336 2.047  -0.438
C -0.218 0.342 3.205  -0.442
H 1.184 -1.306 -1.152  0.094
H -2.629 1.756 2.946  0.191
H -2.412 1.942 1.183  0.237
H -2.520 0.323 1.893  0.208
H -0.598 0.565 4.225  0.206
H -0.533 -0.681 2.949  0.210
H 0.881 0.345 3.242  0.212
H -4.553 -1.002 -1.155  0.230
H -3.974 -1.207 0.508  0.233
H -4.010 0.388 -0.203  0.249
H -2.883 -2.942 -2.137  0.226
H -1.109 -2.812 -2.108  0.260
H -1.965 -3.280 -0.658  0.248
H 0.916 -1.851 0.613  0.064
C 5.131 -2.803 -1.657  -1.116
Si 4.310 -2.928 0.021  1.612
C 3.806 -4.711 0.345  -1.102
C 5.443 -2.326 1.369  -1.112
C 2.861 -1.903 -0.077  -0.754
C 1.574 -1.731 -0.253  -0.624
H 6.043 -3.416 -1.689  0.206
H 5.401 -1.761 -1.868  0.230
H 4.455 -3.143 -2.451  0.230
H 4.686 -5.369 0.356  0.222
H 3.298 -4.808 1.313  0.229
H 3.118 -5.080 -0.426  0.231
H 5.718 -1.279 1.194  0.229
H 4.951 -2.390 2.347  0.230
H 6.361 -2.930 1.401  0.222

Output
HOMO level	-4.856	eV
HOMO-LUMO gap	4.82	eV
ΔE to the lowest compared entry with this formula, charge and spin	16.7	kcal/mol

=====

# 2
ORCA calculation (ωB97M-V/def2-TZVPD) on the molecule C4H8N2O2S2 at a distorted geometry.

Last column: natural (NBO) charge in e.
CARTESIAN COORDINATES (ANGSTROEM)
C 0.622 -0.825 -2.294  0.244
C -0.759 -0.237 -2.523  -0.361
C -0.331 0.286 3.077  -0.663
C 0.471 0.273 1.730  0.034
N -0.831 0.994 -1.818  -0.335
N -0.298 0.772 -0.575  -0.273
O 1.276 -0.169 -1.495  -0.564
O 1.452 -0.740 1.718  -0.675
S 0.861 -2.316 -2.954  -0.222
S -0.909 -0.265 0.521  0.541
H -0.898 -0.111 -3.536  0.240
H -1.639 -0.846 -2.195  0.237
H 0.243 0.738 3.852  0.230
H -1.305 0.820 3.107  0.232
H -0.573 -0.861 3.285  0.231
H 0.716 1.181 1.186  0.228
H -0.180 1.669 -2.185  0.380
H 2.084 -0.363 1.097  0.495

Output
HOMO level	-7.835	eV
HOMO-LUMO gap	6.49	eV
ΔE to the lowest compared entry with this formula, charge and spin	124.6	kcal/mol

=====

# 3
ORCA calculation (ωB97M-V/def2-TZVPD) on a structure of composition C4H10N2OS at a distorted geometry.

Last column: natural (NBO) charge in e.
CARTESIAN COORDINATES (ANGSTROEM)
O -2.007 0.163 -1.642  -0.655
C -1.040 -0.383 -0.766  0.359
N 0.215 -0.333 -1.393  -0.611
C 1.394 -0.414 -0.497  -0.252
C 1.468 0.668 0.549  -0.485
S 4.427 0.534 0.864  -0.189
C -1.358 -0.456 0.604  -0.265
N -2.711 -0.104 0.834  -0.876
H 0.324 0.321 -2.152  0.400
H 1.242 -1.381 -0.030  0.208
H 2.308 -0.461 -1.077  0.231
H 1.295 1.686 0.243  0.229
H 2.520 0.688 0.966  0.160
H 1.041 0.467 1.536  0.251
H -1.032 -1.442 0.954  0.217
H -1.565 0.807 -0.895  0.508
H -3.093 -0.125 1.760  0.380
H -3.431 -0.234 0.142  0.389

Output
HOMO level	-7.733	eV
HOMO-LUMO gap	4.80	eV
ΔE to the lowest compared entry with this formula, charge and spin	193.2	kcal/mol

=====

no.,LUMO level (eV)
1,-0.04
2,-1.35
3,-2.93